(1)
90
Properties=species:S:1:pos:R:3:forces:R:3:mulliken_charge:R:1 method="wB97M-V/def2-TZVPD" mol_weight_da=456.7 total_energy_ev=-41176.068 e_above_lowest_ev=1.494 e_homo_ha=-0.335
C 4.861790 -0.587082 -1.957837 0.30 1.13 -0.05 -1.623
C 3.722532 0.286215 -1.388602 0.50 -0.57 -0.60 0.972
C 3.324606 1.488165 -2.197510 -0.03 1.18 -0.76 -0.970
O 2.561671 -0.485526 -1.341184 -0.52 -1.73 0.07 0.331
H 4.825651 -0.733756 -3.037317 -0.56 -0.22 0.00 0.339
H 5.010311 -1.536702 -1.443768 -0.31 0.12 0.03 0.235
H 5.773833 -0.002894 -1.835276 0.24 -0.02 0.20 0.486
H 4.007535 0.575399 -0.377033 0.07 0.17 0.19 0.231
H 2.301996 1.761823 -1.937702 0.09 0.26 0.53 -0.197
H 3.203593 1.324224 -3.268294 0.43 -0.59 -0.15 0.341
H 3.953599 2.373683 -2.106239 0.16 -0.01 0.23 0.453
H 1.852454 0.007032 -0.921663 -0.36 0.14 0.26 -0.111
C -3.061373 -2.170964 3.429316 0.65 -1.62 0.21 -1.366
C -1.621906 -2.729577 3.204258 -0.89 2.09 -1.23 0.485
C -1.285963 -2.497876 1.716301 -0.25 -1.05 0.13 -0.898
O -0.749846 -1.937887 3.997218 0.37 -0.19 0.19 -0.522
H -3.700935 -2.849832 2.865232 -0.48 0.41 -0.10 0.341
H -3.161396 -1.119225 3.161101 0.17 -0.14 -0.30 0.278
H -3.349090 -2.271822 4.475808 -0.04 -0.02 0.17 0.496
H -1.463626 -3.774334 3.471714 -0.48 -0.16 -0.08 0.239
H -0.351543 -2.999414 1.464479 0.24 0.45 -0.15 0.081
H -1.355576 -1.467255 1.368346 0.47 0.22 0.56 0.030
H -2.041269 -2.980772 1.096272 -0.12 -0.41 0.12 0.506
H -1.240647 -1.872178 4.819656 0.45 0.40 0.40 0.301
C -0.052408 -2.763165 -2.084759 -0.95 -0.81 -1.41 -0.372
C 0.820415 -3.004160 -3.364846 0.75 3.32 1.35 0.033
C 0.777819 -1.774107 -4.352565 -1.49 -0.74 1.38 -1.048
O 2.123452 -3.013415 -2.823790 1.46 -2.05 -0.61 -0.611
H 0.299261 -1.873810 -1.561809 0.07 -0.09 -0.05 -0.230
H -0.020358 -3.641035 -1.439457 0.45 0.05 0.11 0.340
H -1.110749 -2.649987 -2.319748 -0.07 0.30 -0.11 0.262
H 0.605147 -3.916860 -3.920482 0.20 -0.13 0.36 0.390
H 1.556776 -1.776782 -5.115012 -0.43 -0.35 -0.16 0.310
H 0.832077 -0.826274 -3.817052 0.51 -0.08 0.45 0.093
H -0.273334 -1.759111 -4.640561 0.07 0.05 -1.21 0.404
H 2.353991 -2.217432 -2.339170 -0.51 0.56 0.04 0.233
C 1.305674 4.579983 -2.195458 -1.18 1.20 -0.77 -1.355
C 0.022796 4.230569 -1.449647 -1.20 0.03 -0.67 0.437
C -1.180806 3.716888 -2.299775 0.79 0.69 -0.61 -1.318
O 0.361809 3.275613 -0.535614 0.60 -3.09 1.86 -0.583
H 2.019400 4.997315 -1.485143 0.16 -0.05 -0.17 0.434
H 1.027614 5.337777 -2.927938 0.37 0.41 -0.01 0.454
H 1.747493 3.781071 -2.790985 -0.20 -0.31 0.46 0.219
H -0.379611 4.976675 -0.764439 0.09 1.34 -0.94 0.319
H -2.173236 3.766270 -1.851737 0.30 0.03 0.56 0.341
H -1.058090 2.717700 -2.717726 0.36 -0.13 0.22 0.231
H -1.231719 4.381973 -3.161850 -0.10 0.05 -0.16 0.414
H 0.979502 3.638885 0.103212 0.08 -0.01 0.09 0.180
C -1.215958 3.564171 2.071198 -0.20 0.92 -0.18 -1.069
C -2.025140 3.140145 3.320323 1.58 0.51 -0.90 1.050
C -3.258818 3.899065 3.620897 -1.29 0.63 -0.57 -1.656
O -2.210606 1.787660 3.150717 -1.30 -1.13 0.52 -0.423
H -0.919925 4.612006 2.121311 0.26 0.14 0.05 0.408
H -1.697865 3.438924 1.101576 -0.86 0.01 0.21 0.223
H -0.339459 2.939079 1.900593 0.22 0.05 0.77 0.066
H -1.391750 3.339400 4.184734 0.50 -0.13 0.26 0.131
H -3.791191 3.578947 4.516557 0.46 -0.08 0.26 0.407
H -4.024706 3.841705 2.847442 0.12 -0.08 -0.40 0.348
H -2.981501 4.949686 3.706907 -0.14 0.09 0.21 0.384
H -1.325532 1.461480 2.972262 0.45 -1.02 -0.03 0.304
C -3.891281 0.261472 -0.692810 0.47 -0.61 -0.11 -1.099
C -3.494460 -1.082455 -1.278234 -1.30 -0.06 0.06 1.447
C -4.775100 -1.886787 -1.627355 1.12 -0.17 0.08 -1.532
O -2.693516 -0.832375 -2.415927 0.61 -0.37 -0.14 -0.414
H -4.602210 0.156034 0.126682 0.01 0.21 -0.06 0.373
H -4.321815 0.765673 -1.557979 -0.28 0.59 0.36 0.453
H -2.977138 0.755801 -0.364065 -0.23 0.38 0.12 0.105
H -2.890378 -1.643780 -0.565418 0.17 -0.11 -0.22 -0.668
H -5.533012 -1.227677 -2.050749 -0.13 -0.07 0.09 0.339
H -5.128053 -2.407257 -0.737048 -0.31 0.24 0.04 0.363
H -4.529732 -2.665784 -2.349188 0.00 0.04 -0.11 0.395
H -3.162312 -0.237775 -3.006074 -0.15 0.07 -0.07 0.294
C 3.035284 -1.169182 2.023730 0.32 -0.96 -0.02 -0.446
C 3.201268 -2.710724 1.933419 -1.10 0.71 0.92 0.772
C 3.937257 -3.180648 0.744684 1.51 -0.46 -1.53 -1.167
O 3.937426 -3.148598 3.089026 -0.14 0.02 0.03 -0.597
H 2.218148 -0.771848 1.421646 0.33 -0.21 -0.51 -0.351
H 4.009643 -0.778234 1.730690 -0.17 0.68 0.27 0.355
H 2.726710 -0.932185 3.041921 0.52 0.12 0.10 0.314
H 2.160803 -3.035477 1.941713 -0.01 -0.83 0.18 -0.008
H 3.490258 -2.948504 -0.221954 -0.08 0.42 0.15 0.059
H 4.257184 -4.217750 0.643760 -1.07 -0.64 0.69 0.446
H 4.963038 -2.816107 0.799370 0.03 1.01 -0.17 0.341
H 3.397446 -3.714521 3.645584 -0.10 0.07 -0.10 0.365
O 0.194965 0.498765 2.689542 0.09 0.43 0.61 -0.742
H 0.136928 -0.413832 2.972445 -0.21 -0.41 0.55 0.202
H 0.309260 0.449004 1.740498 0.06 0.12 -0.70 0.340
O 0.233192 0.641934 0.014293 0.26 -0.88 -0.12 -0.411
H -0.508869 0.193502 -0.391273 -0.29 -0.35 -0.20 0.019
H 0.112198 1.563020 -0.216371 0.03 1.11 -0.26 0.248

=====

(2)
101
Properties=species:S:1:pos:R:3:forces:R:3:mulliken_charge:R:1 method="wB97M-V/def2-TZVPD" charge=+1 mol_weight_da=729.3 total_energy_ev=-129357.849 e_above_lowest_ev=1.661 e_homo_ha=-0.380
C 5.637000 4.320000 29.243000 -0.07 2.02 5.56 -1.372
N 6.235000 3.277000 30.035000 0.63 -0.66 1.55 0.619
C 5.676000 1.961000 29.539000 -0.93 -1.32 -0.23 -0.799
C 7.715000 3.292000 29.738000 -0.81 -1.12 7.07 -1.409
C 6.031000 3.618000 31.539000 0.21 2.69 -0.91 0.280
C 6.409000 2.482000 32.460000 0.34 -0.52 1.44 0.352
O 6.254000 2.970000 33.839000 0.64 0.64 -2.63 -0.418
H 5.778000 4.160000 28.300000 0.53 -0.68 -5.70 0.947
H 6.026000 5.238000 29.627000 0.83 0.82 -0.46 0.197
H 4.678000 4.424000 29.613000 -2.59 -0.16 -0.16 0.439
H 6.285000 1.152000 29.950000 -0.11 0.14 0.21 0.404
H 6.001000 2.009000 28.449000 -1.27 -0.39 1.12 0.430
H 4.493000 1.619000 29.800000 3.28 1.79 -0.90 0.097
H 7.867000 3.438000 28.809000 0.87 0.47 -6.77 0.506
H 8.126000 2.386000 30.164000 0.30 -0.30 -0.39 0.445
H 8.237000 4.095000 30.255000 -0.54 0.24 0.34 0.387
H 4.976000 3.812000 31.684000 -0.54 -0.46 -0.23 0.387
H 6.333000 4.782000 31.662000 0.37 -3.05 -0.06 -0.872
H 7.453000 1.942000 32.293000 -2.09 1.27 0.21 -0.386
H 5.542000 1.796000 32.282000 1.11 -0.31 0.18 0.111
H 6.036000 2.184000 34.341000 -0.07 -0.75 0.66 0.360
C 2.041000 -2.170000 31.641000 -2.43 -0.42 -1.08 -0.957
S 2.665000 -0.558000 31.911000 -0.38 2.65 -0.68 0.551
O 1.582000 0.491000 32.174000 0.94 -1.72 -0.30 -0.650
C 3.411000 -0.911000 33.441000 2.17 -0.32 -2.73 -0.913
H 1.287000 -2.315000 32.461000 1.07 -0.63 -0.36 0.316
H 2.950000 -2.855000 31.550000 -1.68 0.63 0.13 0.324
H 1.321000 -2.099000 30.719000 1.87 -0.42 1.26 0.329
H 3.731000 -0.025000 33.824000 1.27 2.67 0.89 -0.142
H 4.262000 -1.548000 33.257000 0.36 -0.23 0.03 0.412
H 2.812000 -1.298000 34.125000 -3.12 -2.12 2.80 0.722
C 12.574000 1.951000 32.823000 -0.54 -3.87 0.68 -1.400
S 10.731000 1.868000 32.560000 0.52 -0.21 -0.46 0.983
O 10.577000 0.995000 31.340000 0.19 0.67 0.22 -0.723
C 10.257000 0.733000 33.863000 -0.93 -1.20 -3.61 -1.211
H 12.943000 0.816000 32.697000 -0.60 2.73 0.31 0.312
H 13.063000 2.495000 33.608000 -0.58 -0.32 1.66 0.422
H 12.948000 2.563000 32.093000 0.58 0.96 -2.98 0.461
H 10.203000 1.217000 34.725000 -1.16 2.63 3.83 0.407
H 11.119000 0.152000 34.071000 0.35 -1.78 -0.57 0.518
H 9.248000 0.306000 33.481000 2.07 0.27 0.95 0.237
C 4.712000 0.998000 37.343000 0.79 -0.49 2.04 -0.768
S 5.826000 -0.012000 36.325000 -0.20 -0.34 -1.36 0.348
O 5.913000 0.642000 34.923000 -0.27 -0.87 2.03 -0.573
C 7.334000 0.442000 37.156000 0.31 -2.71 5.48 -1.001
H 5.325000 1.937000 37.353000 -1.47 -0.32 0.54 0.331
H 4.447000 0.507000 38.396000 1.51 1.03 -2.00 0.354
H 3.712000 1.025000 36.959000 -0.19 0.49 -1.07 0.200
H 7.130000 0.571000 38.517000 0.62 -0.40 -4.54 0.278
H 7.759000 1.277000 36.779000 0.49 3.48 -1.10 0.399
H 8.236000 -0.236000 37.041000 -1.67 -0.17 0.14 0.357
C 7.618000 7.354000 31.111000 2.28 0.23 2.22 -0.168
S 6.111000 7.682000 31.951000 -2.23 0.09 -1.24 0.239
O 5.035000 6.651000 31.493000 2.02 1.03 0.84 -0.479
C 6.565000 7.309000 33.594000 0.58 -0.33 2.50 -0.456
H 7.560000 7.741000 30.173000 -0.45 1.27 -2.79 0.450
H 7.915000 6.350000 30.974000 -0.40 -1.58 0.18 -0.544
H 8.574000 7.784000 31.563000 -1.83 0.06 -0.11 0.599
H 7.486000 8.098000 33.971000 -3.00 -2.38 -0.89 0.304
H 6.862000 6.225000 33.609000 0.37 0.97 0.16 0.006
H 5.554000 7.267000 34.208000 2.27 0.86 -0.94 0.289
C 2.814000 4.169000 26.026000 0.51 0.93 3.58 -0.924
S 4.201000 4.423000 24.922000 1.97 1.26 1.00 0.370
O 5.491000 4.695000 25.759000 -2.29 -0.87 -1.04 -0.502
C 4.313000 2.764000 24.295000 -4.31 1.76 5.25 -1.221
H 2.977000 3.331000 26.732000 0.46 0.30 -0.33 0.228
H 1.897000 3.924000 25.596000 -1.34 -0.23 -1.60 0.457
H 2.563000 5.071000 26.728000 0.98 -1.26 -1.62 0.301
H 5.018000 2.669000 23.696000 6.63 -0.28 -5.56 0.493
H 3.447000 2.553000 23.799000 -2.58 -0.55 -1.28 0.471
H 4.467000 2.071000 25.054000 0.09 -1.15 1.72 0.319
C 8.851000 4.613000 26.344000 -0.33 -0.18 -1.28 -1.032
S 8.380000 6.306000 26.685000 -1.00 0.21 -0.71 0.361
O 8.129000 6.424000 28.157000 0.14 -0.57 -0.06 -0.441
C 9.985000 6.943000 26.455000 1.80 0.53 5.08 -0.980
H 8.055000 3.918000 26.216000 -1.48 -0.32 1.61 0.265
H 9.583000 4.469000 27.082000 0.85 -1.14 1.06 0.376
H 9.196000 4.285000 25.364000 1.10 1.45 -0.48 0.454
H 9.991000 8.049000 26.587000 -0.01 -0.88 0.58 0.344
H 10.408000 6.812000 25.581000 1.22 -0.86 -5.18 0.535
H 10.844000 6.344000 27.080000 -2.32 1.70 -0.56 0.134
C 11.305000 5.391000 30.545000 -2.31 9.66 -1.51 -0.814
S 10.370000 6.054000 31.901000 -0.56 -2.11 0.24 0.578
O 9.588000 4.799000 32.265000 -0.42 1.46 0.16 -0.423
C 11.761000 5.994000 32.896000 -1.13 -3.24 0.08 -1.245
H 11.596000 4.498000 30.618000 2.44 -7.03 1.13 0.513
H 12.055000 6.201000 30.314000 -0.46 -1.22 -0.20 0.501
H 10.471000 5.514000 29.888000 -0.08 -0.44 -1.67 -0.131
H 11.859000 4.922000 33.011000 0.96 -0.46 -0.66 0.098
H 11.827000 6.231000 33.852000 -1.48 1.77 4.80 0.512
H 12.530000 6.544000 32.587000 3.38 1.63 -2.42 0.569
C 2.578000 3.134000 34.980000 -0.06 1.98 -3.56 -0.627
S 2.205000 4.916000 35.246000 0.78 -0.73 0.47 0.416
O 3.021000 5.244000 36.448000 -0.33 0.29 0.51 -0.640
C 3.202000 5.437000 33.908000 3.23 -0.93 -1.94 -0.618
H 1.974000 2.647000 35.686000 -0.54 -1.08 0.86 0.532
H 3.685000 3.166000 35.179000 -1.09 -0.69 -0.49 -0.012
H 2.182000 2.960000 33.828000 1.33 -0.21 3.05 0.211
H 4.322000 5.379000 34.043000 -0.81 -0.88 1.26 0.029
H 3.280000 6.481000 33.728000 -1.44 1.04 -0.66 0.606
H 3.220000 4.764000 33.011000 -1.10 1.08 0.40 0.069

=====

Number 1: Kohn-Sham gap 9.546 eV. Number 2: Kohn-Sham gap 8.725 eV.